# C6H4N2

A single C6H4N2 molecule at a distorted geometry (wB97M-V/def2-TZVPD, the OMol25 dataset).

Computed properties:
- net charge = 0
- SMILES = N#C/C=C/C=C/C#N
- gap between HOMO and LUMO (eV) = 8.14
- HOMO level (eV) = -9.80
- E_LUMO (eV) = -1.67

Element x y z (Å)
1 N 4.112 -0.134 -0.124
2 C 2.948 -0.276 0.019
3 C 1.507 -0.322 -0.088
4 C 0.654 0.752 -0.032
5 C -0.793 0.710 0.191
6 C -1.525 -0.382 0.392
7 C -2.895 -0.261 0.017
8 N -3.990 -0.154 -0.377
9 H 1.166 -1.315 -0.186
10 H 1.051 1.761 -0.230
11 H -1.323 1.622 0.349
12 H -1.127 -1.386 0.587

# C6H4O

A single C6H4O molecule at a distorted geometry (wB97M-V/def2-TZVPD, the OMol25 dataset).

Computed properties:
- net charge = 0
- gap between HOMO and LUMO (alpha / beta) (eV) = 8.19 / 8.19
- HOMO level (alpha / beta) (eV) = -9.06 / -9.06
- E_LUMO (alpha / beta) (eV) = -0.87 / -0.87

Element x y z (Å)
1 C -2.841 0.089 -0.736
2 C -1.651 0.000 -0.224
3 C -0.632 -0.444 0.731
4 C 0.402 -1.150 0.120
5 C 1.375 -0.191 -0.218
6 C 0.927 1.004 0.298
7 O -0.137 0.819 1.079
8 H -0.927 0.773 -0.822
9 H 0.339 -2.173 -0.234
10 H 2.239 -0.333 -0.846
11 H 1.348 1.996 0.290